Entry 1:
Density functional theory data (ωB97M-V with the def2-TZVPD basis set) for H20O11 as an isolated structure in a non-equilibrium geometry.

Properties
Lowest unoccupied orbital energy in eV: 5.8
Charge: -2
Kohn-Sham gap in eV: 5.8040
HOMO in eV: -0.004

Last column: natural (NBO) charge in e.
Cartesian coordinates (Å):
O -0.9720 -2.5401 1.6798  -1.166
H -1.0155 -1.5968 1.4292  0.363
O -0.3022 0.2711 -0.6070  -0.964
H -0.0835 -0.0890 0.2745  0.544
O 1.4450 0.1090 0.7115  -0.868
H 2.2532 -0.0043 0.2114  0.520
H 0.7678 0.2377 0.0473  0.418
O 1.3487 0.2938 -2.5767  -1.014
H 0.5700 0.7438 -2.2490  0.443
H 1.4258 -0.4848 -2.0252  0.457
O 0.4001 2.0595 0.3352  -0.988
H 0.0018 1.2628 -0.0151  0.418
H -0.3410 2.6338 0.5277  0.445
O -2.1637 0.2542 0.6188  -0.971
H -1.3593 0.3175 0.1039  0.426
H -1.8727 0.3231 1.5281  0.460
O 0.7672 -1.4981 2.2377  -1.047
H 1.0985 -1.0802 1.4429  0.417
H -0.1303 -1.7500 2.0202  0.410
O 0.9377 -1.4040 -1.2159  -0.988
H 0.7061 -2.0241 -0.5245  0.500
H 0.4464 -0.6110 -1.0016  0.439
O 1.3519 1.1768 2.5080  -1.005
H 1.2781 2.1015 2.2721  0.435
H 1.1062 0.7056 1.7119  0.458
O -1.6937 -1.2014 -1.3856  -1.007
H -1.1950 -0.4583 -1.0460  0.425
H -1.9650 -1.6850 -0.6053  0.482
O -0.6610 1.5478 -2.2807  -0.948
H -1.5756 1.4794 -2.5546  0.465
H -0.5740 0.9094 -1.5728  0.442

Entry 2:
Density functional theory data (ωB97M-V with the def2-TZVPD basis set) for H20O11V as an isolated structure in a non-equilibrium geometry.

Properties
Spin multiplicity: 2
Lowest unoccupied orbital energy (spin up / spin down) in eV: -8.7 / -7.9
Charge: +2
Kohn-Sham gap (spin up / spin down) in eV: 7.5040 / 8.3137
HOMO (spin up / spin down) in eV: -16.167 / -16.171

Last column: Mulliken spin population.
Cartesian coordinates (Å):
O -0.0232 -0.4304 0.1090  -0.357
V 0.4018 1.1216 -0.1000  1.344
O 2.1598 -2.4154 1.4040  -0.001
H 1.2608 -2.4144 1.0340  0.000
H 2.4308 -3.2454 0.9490  0.000
O -0.3832 -2.7224 0.5920  -0.007
H -0.4992 -1.8094 0.4080  0.002
H -0.1162 -2.8304 1.4750  0.000
O 1.6038 0.9516 1.5660  -0.012
H 2.4988 1.3326 1.7420  0.002
H 1.0948 1.1636 2.3560  0.003
O 1.0418 2.9996 -0.5780  0.004
H 1.5598 3.6726 -0.1290  0.001
H 1.1478 3.2416 -1.5060  0.001
O -0.6542 -0.8574 2.6980  -0.003
H -0.8622 -0.4064 3.5230  0.000
H -1.4972 -1.2434 2.4880  0.000
O -1.1572 1.6726 1.1610  0.002
H -2.0512 1.3066 1.1030  0.002
H -1.3522 2.6416 1.2140  0.001
O -0.9012 -1.5994 -2.8250  0.000
H -1.1222 -1.8934 -3.7030  0.000
H -0.0102 -1.7714 -2.5460  0.000
O -2.8162 -0.0324 -0.7830  -0.001
H -2.5782 -0.8084 -0.3040  0.000
H -3.5872 0.3606 -0.3860  0.000
O 2.1138 0.5076 -1.2240  0.000
H 2.3618 -0.3614 -1.5450  0.000
H 2.5018 1.1276 -1.8560  0.002
O -0.5732 0.9996 -1.8650  0.015
H -0.9492 0.0876 -2.0530  -0.001
H -1.0432 1.6536 -2.4200  0.003

Entry 3:
Density functional theory data (ωB97M-V with the def2-TZVPD basis set) for H21HfO11 as an isolated structure in a non-equilibrium geometry.

Properties
Lowest unoccupied orbital energy in eV: -13.4
Charge: +3
Kohn-Sham gap in eV: 5.7342
HOMO in eV: -19.166

Last column: Mulliken charge in e.
Cartesian coordinates (Å):
Hf -6.1787 -2.1059 -17.9406  1.583
O -4.4940 -1.2132 -17.5249  0.266
H -3.6605 -0.7404 -17.6219  0.227
O -5.3169 -3.9083 -17.0485  -0.502
H -4.5717 -4.4766 -17.3912  0.375
H -5.5835 -4.3169 -16.1758  0.380
O -1.8415 0.3294 -15.2707  -0.538
H -1.0936 -0.3054 -15.3130  0.295
H -2.1013 0.4440 -16.1251  0.259
O -2.1404 -2.3446 -18.6816  -0.666
H -1.6479 -2.8974 -19.3070  0.282
H -1.4159 -1.8574 -18.2887  0.292
O -6.9938 -0.2416 -17.2435  -0.466
H -6.7979 0.3450 -16.5077  0.385
H -7.3485 0.3332 -17.9156  0.378
O -2.5120 1.1157 -17.8185  -0.581
H -1.9041 0.9730 -18.5208  0.290
H -3.3330 1.3865 -18.1709  0.254
O -2.8137 -2.8235 -15.6357  -0.526
H -2.0532 -2.7344 -15.0361  0.305
H -2.5931 -2.2455 -16.3154  0.149
O -6.3100 -0.9282 -19.7597  -0.449
H -6.9615 -0.6680 -20.4255  0.381
H -5.4858 -0.4922 -19.9899  0.358
O -4.7136 -3.0945 -19.4151  -0.578
H -4.6990 -2.8355 -20.3422  0.410
H -3.7996 -2.9610 -19.0992  0.373
O -5.0296 0.6159 -15.6860  -0.699
H -4.6890 0.0462 -16.4198  0.403
H -5.0162 -0.0113 -15.0335  0.366
O -3.6389 -0.4215 -20.5507  -0.604
H -3.4889 0.5014 -20.5991  0.318
H -2.8736 -0.7800 -20.1657  0.280

Entry 4:
Density functional theory data (ωB97M-V with the def2-TZVPD basis set) for a 10-piece molecular cluster, H21O10 overall in a non-equilibrium geometry.

Properties
Spin multiplicity: 2
Lowest unoccupied orbital energy (spin up / spin down) in eV: 0.1 / 0.0
Kohn-Sham gap (spin up / spin down) in eV: 2.7682 / 10.6951
HOMO (spin up / spin down) in eV: -2.681 / -10.719

Last column: Mulliken spin population.
Cartesian coordinates (Å):
O 3.2988 -0.3034 -0.8682  -0.157
H 3.0601 -0.6217 -1.8780  -0.015
H 1.6644 -0.1430 -0.7651  -0.153
O 0.8587 -0.7236 -0.5743  0.599
H -0.7923 1.8621 -0.2962  0.092
H 0.3720 -3.8811 2.2927  -0.019
O 0.6124 -3.1581 2.7113  0.163
H 4.1110 -0.7148 -0.6152  0.014
H -0.0254 -2.6122 2.1420  0.003
O -1.9491 1.3418 -2.2635  0.002
H -2.5004 0.7907 -2.1764  0.034
H -2.4599 2.2031 -2.2785  -0.024
O -2.3792 -1.3531 0.1148  0.199
H 2.2973 2.2477 -1.6961  -0.003
H -2.1743 -0.4657 0.1760  0.020
O 0.8780 -3.3622 -0.7403  0.043
H -0.0902 -3.5865 -0.4679  0.062
H -3.2585 -1.1947 -0.1334  -0.028
O -1.3825 2.2529 0.3376  -0.061
H 1.2056 -3.7972 -1.6907  -0.032
H -1.6844 3.1377 0.2680  0.006
O -0.0307 0.0821 1.6918  0.039
H 0.1119 1.0429 1.4112  0.069
H 1.1277 -1.6523 -0.3361  -0.137
O -0.8937 2.7583 2.6846  -0.058
H 0.3724 -0.2167 0.2697  0.169
O 1.5071 1.6478 -1.9309  0.105
H 1.1366 2.1993 -2.5466  -0.037
H -1.0492 0.2173 1.8579  0.073
H -0.1793 3.2977 2.8553  0.006
H -1.7651 2.7049 2.4448  0.025

Entry 5:
Density functional theory data (ωB97M-V with the def2-TZVPD basis set) for H22Mg3O27S4 as an isolated structure in a non-equilibrium geometry.

Properties
Lowest unoccupied orbital energy in eV: 3.1
Charge: -2
Kohn-Sham gap in eV: 5.4624
HOMO in eV: -2.411

Last column: natural (NBO) charge in e.
Cartesian coordinates (Å):
Mg 1.0474 -1.5021 -2.2953  1.811
Mg 1.6398 -0.6165 2.4298  1.807
Mg -2.8047 0.1228 1.2999  1.811
S 4.3258 -1.8737 0.9365  2.623
O 2.9751 -1.3439 1.2884  -1.225
O 5.2351 -1.5805 2.0500  -1.082
O 4.2518 -3.3149 0.7193  -1.051
O 4.7009 -1.1332 -0.2854  -1.069
S 0.0224 0.6350 -0.0958  2.724
O 0.9050 0.2008 0.9591  -1.127
O 0.1112 2.1064 -0.2113  -1.136
O 0.3851 -0.0526 -1.3219  -1.135
O -1.3490 0.2280 0.1946  -1.166
S -0.6380 -1.4166 3.2679  2.626
O 0.2297 -0.2649 3.6792  -1.181
O -1.0215 -2.3021 4.3557  -1.014
O -1.8639 -0.9312 2.5676  -1.181
O 0.2811 -2.0705 2.3071  -1.125
S -1.6464 -3.3302 -2.2948  2.646
O -2.5593 -2.9227 -1.2022  -1.080
O -0.6158 -2.2593 -2.4561  -1.231
O -0.9798 -4.5970 -1.9832  -1.066
O -2.3736 -3.4509 -3.5660  -1.073
O -1.9323 3.3302 -2.0437  -0.972
H -1.2209 3.1193 -1.4113  0.506
H -1.5662 4.0231 -2.6009  0.457
O -3.4078 -1.4110 0.3461  -1.090
H -2.9564 -2.1002 -0.2743  0.533
H -4.3281 -1.6912 0.4113  0.465
O -0.3492 3.8812 1.7812  -1.012
H -0.2502 3.3521 0.9547  0.510
H 0.5578 4.0508 2.0566  0.482
O 2.6735 1.0420 2.9304  -0.974
H 3.5800 0.8522 3.2236  0.508
H 2.4732 1.9189 3.2653  0.495
O -2.7334 -0.2588 -2.6821  -0.928
H -3.5259 -0.0793 -2.1747  0.440
H -2.0173 0.0730 -2.1191  0.487
O 2.9755 -0.8807 -1.9706  -1.062
H 3.4418 -0.3818 -2.6497  0.466
H 3.6445 -1.0505 -1.2474  0.518
O -3.7993 1.5014 0.1560  -0.987
H -4.4199 1.3907 -0.5728  0.501
H -3.6281 2.4514 0.2037  0.511
O 2.3637 3.9589 0.3868  -0.977
H 2.5489 4.5099 -0.3784  0.459
H 1.7889 3.2479 0.0468  0.509
O -2.2942 1.7875 2.4264  -1.013
H -2.7117 2.3939 3.0425  0.489
H -1.4104 2.1806 2.2589  0.538
O 1.3000 -2.5359 -0.5731  -1.038
H 1.3251 -3.5009 -0.5121  0.510
H 1.7091 -2.2176 0.2667  0.533
O 0.8654 -0.4684 -3.9806  -0.984
H 0.8411 -1.0346 -4.7651  0.495
H 0.2044 0.2155 -4.1442  0.518

Entry 6:
Density functional theory data (ωB97M-V with the def2-TZVPD basis set) for a 10-piece molecular cluster, H22NO9 overall in a non-equilibrium geometry.

Properties
Lowest unoccupied orbital energy in eV: -3.2
Charge: +1
Kohn-Sham gap in eV: 10.5540
HOMO in eV: -13.704

Last column: natural (NBO) charge in e.
Cartesian coordinates (Å):
N 0.4592 -0.1170 -0.5235  -0.830
H 1.1382 -0.0990 0.1855  0.448
H -0.4478 -0.4090 -0.0025  0.476
H 0.7062 -0.6430 -1.2275  0.425
H 0.3382 0.9020 -0.7475  0.465
O 1.0902 2.9200 0.6025  -0.956
H 1.8082 3.4210 0.7985  0.486
H 0.4342 2.9540 1.3835  0.495
O -0.6758 4.3570 -1.0445  -0.959
H -0.1418 3.7740 -0.4315  0.480
H -0.1868 4.6160 -1.7175  0.457
O 1.2732 -3.1060 1.3995  -0.965
H 0.6232 -3.8570 1.7995  0.498
H 1.2572 -2.3130 2.0795  0.468
O -2.0568 -2.0870 -1.0905  -0.979
H -3.0768 -1.8920 -1.3745  0.501
H -1.7798 -2.5500 -1.8925  0.483
O -2.0488 1.3820 -1.4445  -0.977
H -2.8348 1.8720 -1.3515  0.494
H -1.6238 1.5740 -2.3415  0.486
O 1.9192 -2.6700 -1.8315  -0.934
H 2.1752 -3.5560 -1.4455  0.493
H 1.1112 -2.8200 -2.0955  0.444
O -3.1508 -2.2240 1.6475  -0.911
H -3.2788 -1.4970 2.0525  0.443
H -2.7668 -1.9430 0.8205  0.465
O -0.7588 0.7330 2.3975  -0.952
H -0.6408 -0.1160 2.8875  0.483
H -0.5038 1.3640 2.9885  0.471
O 3.5122 0.5480 -0.2185  -0.985
H 3.8532 1.2140 0.5055  0.489
H 4.2732 0.2690 -0.7675  0.498

Entry 7:
Density functional theory data (ωB97M-V with the def2-TZVPD basis set) for a 11-piece molecular cluster, H22O11 overall in a non-equilibrium geometry.

Properties
Structure (SMILES): O.O.O.O.O.O.O.O.O.O.O
Lowest unoccupied orbital energy in eV: -0.4
Kohn-Sham gap in eV: 9.7453
HOMO in eV: -10.127

Last column: natural (NBO) charge in e.
Cartesian coordinates (Å):
O -0.7489 0.1467 0.9261  -0.948
H 0.1473 0.0035 1.2506  0.472
H -1.1858 0.6185 1.6442  0.483
O 1.9880 2.1949 -0.3346  -0.927
H 2.5169 2.1049 0.4661  0.465
H 1.1602 1.7504 -0.1201  0.483
O 2.2518 -1.7466 -2.0020  -0.932
H 2.8575 -2.4248 -2.3216  0.465
H 2.5632 -1.5557 -1.1100  0.467
O -2.4186 -2.6741 -0.7071  -0.938
H -2.6673 -2.9471 0.1832  0.455
H -2.9876 -1.9175 -0.8880  0.488
O 0.0886 -2.8796 -0.3412  -0.941
H -0.6309 -3.3959 -0.7219  0.499
H 0.6158 -3.5293 0.1372  0.444
O -4.2789 0.8678 -0.3197  -0.940
H -3.9173 0.1793 0.2497  0.463
H -3.5239 1.4365 -0.5083  0.477
O 4.6766 -0.3319 1.0971  -0.928
H 5.2438 -0.0630 1.8285  0.472
H 4.1070 0.4314 0.9490  0.457
O -1.1838 -1.2555 -1.7666  -0.940
H -0.7980 -1.2314 -2.6496  0.469
H -0.8848 -0.4356 -1.3576  0.472
O 0.1778 -1.9755 2.5919  -0.961
H 0.1149 -2.4681 1.7658  0.487
H -0.3734 -1.1987 2.4444  0.459
O 0.9430 4.0742 -1.7032  -0.958
H 1.1771 3.6383 -0.8760  0.475
H 1.5621 4.8104 -1.7637  0.461
O -2.2912 2.8844 1.4082  -0.953
H -1.4127 3.2639 1.2934  0.471
H -2.8885 3.6253 1.2555  0.483

Entry 8:
Density functional theory data (ωB97M-V with the def2-TZVPD basis set) for a 11-piece molecular cluster, H22O11 overall in a non-equilibrium geometry.

Properties
Structure (SMILES): O.O.O.O.O.O.O.O.O.O.O
Lowest unoccupied orbital energy in eV: -0.1
Kohn-Sham gap in eV: 10.8550
HOMO in eV: -10.932

Last column: natural (NBO) charge in e.
Cartesian coordinates (Å):
O -3.0151 -0.4012 3.9371  -0.956
H -2.2404 0.0276 3.5532  0.494
H -3.7257 -0.4456 3.2412  0.460
O 2.8336 1.3314 3.3875  -0.928
H 2.0164 1.1559 2.9425  0.479
H 2.9445 0.5901 3.9555  0.446
O 4.9376 -1.3323 -1.9234  -0.970
H 5.2265 -1.0240 -1.0453  0.487
H 4.3256 -2.0617 -1.9389  0.483
O -1.5714 0.3068 1.4846  -0.988
H -0.9140 0.7279 0.9470  0.497
H -2.4233 0.0609 1.0202  0.492
O -2.3844 -0.0308 -2.5467  -0.958
H -1.4389 0.2311 -2.5196  0.474
H -2.6697 0.8908 -2.5199  0.488
O 2.8306 1.9849 -2.1065  -0.975
H 3.1936 2.7694 -1.6503  0.485
H 3.4635 1.3419 -2.4321  0.490
O -2.6059 -2.9798 -1.9300  -0.984
H -2.4667 -2.0813 -2.2233  0.497
H -3.4611 -3.1915 -1.5437  0.486
O -0.7715 -2.6394 -4.3852  -0.945
H -1.5833 -2.9268 -3.9131  0.483
H -0.8265 -1.6750 -4.3298  0.459
O -2.4969 3.7248 -1.4090  -0.935
H -3.3589 4.1213 -1.1158  0.468
H -2.2563 4.4392 -1.9907  0.467
O 1.0031 0.0038 4.8287  -0.949
H 0.9449 0.7857 5.4191  0.489
H 1.8764 -0.4533 4.9275  0.463
O 1.3709 -0.1888 0.7001  -0.952
H 1.3562 -0.7657 -0.0574  0.473
H 0.6904 -0.6009 1.2989  0.479

In order of appearance, relative energy (zero: lowest compared OMol25 entry of this formula, charge and spin) = 0.00; 25.03; 31.34; 104.20; 0.00; 114.92; 79.94; 70.40 kcal/mol.
In order of appearance, energy = -22831.1905; -48520.0500; -24141.6207; -20807.6017; -115332.8513; -20266.2980; -22878.0474; -22878.4611 eV.